(1)
# C5H8

The molecule C5H8 (ωB97M-V/def2-TZVPD, the Open Molecules 2025 dataset).

Geometry as ORCA input:
```
! RIJCOSX wB97M-V def2-TZVPD def2/J DEFGRID3
* xyz 0 1
C 0.03 1.92 0.55
C 0.56 0.66 0.96
C 0.04 -0.48 0.55
C -0.30 -0.84 -0.84
C -0.30 -2.08 -1.27
H -0.89 2.06 1.20
H 0.63 2.81 0.83
H -0.21 2.01 -0.53
H 1.22 0.60 1.78
H 0.18 -1.37 1.15
H -0.34 -0.04 -1.65
H -0.10 -2.80 -0.48
H -0.53 -2.44 -2.23
*
```

Computed properties:
HOMO-LUMO gap = 0.3437 hartree
Strongest force on any atom = 0.0710 hartree/bohr
Energy relative to the best compared isomer or geometry (same formula, charge and spin) = 37.4 kcal per mole
Electronic energy = -5312.5466 eV
SMILES string = C=C/C=C\C



(2)
# C5H8

A cluster of 2 separate species, C5H8 in total (ωB97M-V/def2-TZVPD, the Open Molecules 2025 dataset).

Geometry as ORCA input:
```
! RIJCOSX wB97M-V def2-TZVPD def2/J DEFGRID3
* xyz 0 1
C -2.03 0.31 -0.43
C -1.15 -0.39 -1.03
C -0.90 -0.21 0.39
C 2.11 -0.50 -0.12
C 0.12 0.78 0.76
H -3.00 0.68 -0.59
H -0.64 -0.92 -1.88
H -1.21 -1.11 1.03
H 2.70 0.41 -0.18
H 1.49 -0.76 -0.92
H 1.87 -0.85 0.89
H 0.21 1.77 0.21
H 0.44 0.81 1.87
*
```

Computed properties:
HOMO-LUMO gap (spin up / spin down) = 0.3249 / 0.3051 hartree
Strongest force on any atom = 0.0592 hartree/bohr
Energy relative to the best compared isomer or geometry (same formula, charge and spin) = 144.8 kcal per mole
Electronic energy = -5307.8883 eV



(3)
# C5H8

The molecule C5H8 (ωB97M-V/def2-TZVPD, the Open Molecules 2025 dataset).

Geometry as ORCA input:
```
! RIJCOSX wB97M-V def2-TZVPD def2/J DEFGRID3
* xyz 0 1
C -0.33 1.35 -0.28
C -0.08 -0.08 0.28
C -1.20 -1.04 -0.13
C 1.32 -0.45 0.13
C 2.51 -0.49 0.32
H 0.61 1.90 -0.40
H -0.82 1.31 -1.26
H -0.97 1.92 0.39
H -0.09 -0.11 1.38
H -2.11 -0.71 0.39
H -0.99 -2.07 0.18
H -1.42 -1.03 -1.21
H 3.57 -0.51 0.21
*
```

Computed properties:
HOMO-LUMO gap = 0.3975 hartree
Strongest force on any atom = 0.0177 hartree/bohr
Energy relative to the best compared isomer or geometry (same formula, charge and spin) = 37.6 kcal per mole
Electronic energy = -5312.5364 eV
SMILES string = C#CC(C)C



(4)
# C5H8

The molecule C5H8 (ωB97M-V/def2-TZVPD, the Open Molecules 2025 dataset).

Geometry as ORCA input:
```
! RIJCOSX wB97M-V def2-TZVPD def2/J DEFGRID3
* xyz 0 1
C 1.54 -0.66 -0.65
C 1.33 0.57 0.23
C -0.07 0.98 0.56
C -1.22 0.28 0.52
C -2.40 -0.14 -0.05
H 1.12 -1.56 -0.18
H 2.61 -0.85 -0.84
H 1.06 -0.53 -1.62
H 1.83 1.45 -0.20
H 1.84 0.44 1.20
H -1.79 0.47 1.47
H -2.76 0.23 -1.00
H -3.10 -0.68 0.58
*
```

Computed properties:
HOMO-LUMO gap (spin up / spin down) = 0.2754 / 0.2754 hartree
Strongest force on any atom = 0.0216 hartree/bohr
Energy relative to the best compared isomer or geometry (same formula, charge and spin) = 107.5 kcal per mole
Electronic energy = -5309.5035 eV



(5)
# C5H8

A structure of composition C5H8 (ωB97M-V/def2-TZVPD, the Open Molecules 2025 dataset).

Geometry as ORCA input:
```
! RIJCOSX wB97M-V def2-TZVPD def2/J DEFGRID3
* xyz 0 1
C -0.25 -0.76 0.87
C -1.28 -0.21 -0.13
C -0.55 0.99 -0.72
C 0.76 0.95 -0.45
C 1.16 -0.24 0.29
H -0.28 -1.84 1.02
H -0.48 -0.32 1.87
H -1.49 -0.97 -0.90
H -2.25 0.06 0.30
H -1.05 1.73 -1.33
H 1.64 1.31 -0.99
H 2.07 -0.39 -0.81
H 1.98 -0.31 0.98
*
```

Computed properties:
HOMO-LUMO gap = 0.3462 hartree
Strongest force on any atom = 0.0788 hartree/bohr
Energy relative to the best compared isomer or geometry (same formula, charge and spin) = 61.7 kcal per mole
Electronic energy = -5311.4927 eV



(6)
# C5H8

A cluster of 2 separate species, C5H8 in total (ωB97M-V/def2-TZVPD, the Open Molecules 2025 dataset).

Geometry as ORCA input:
```
! RIJCOSX wB97M-V def2-TZVPD def2/J DEFGRID3
* xyz 0 1
C -0.34 -0.72 0.96
C -1.33 -0.22 -0.12
C -0.57 0.93 -0.74
C 0.75 0.87 -0.41
C 0.96 -0.13 0.52
H -0.26 -1.81 1.04
H -0.63 -0.36 1.96
H -1.56 -1.02 -0.84
H -2.28 0.11 0.29
H -1.05 1.72 -1.30
H 1.83 0.97 -1.00
H 2.53 0.11 -1.18
H 1.95 -0.46 0.83
*
```

Computed properties:
HOMO-LUMO gap (spin up / spin down) = 0.3183 / 0.2487 hartree
Strongest force on any atom = 0.0401 hartree/bohr
Energy relative to the best compared isomer or geometry (same formula, charge and spin) = 116.1 kcal per mole
Electronic energy = -5309.1341 eV